Density functional theory data (ωB97M-V/def2-TZVPD) for a gas-phase ion, F2H2O2P (charge +1).

Cartesian coordinates (Å):
O1 -0.561 -0.714 -1.125
O2 -0.617 0.332 1.289
F1 1.764 -0.592 0.388
F2 0.428 1.549 -0.553
P1 0.070 0.165 -0.043
H1 -0.052 -0.594 -1.896
H2 -1.032 -0.146 1.940

Output
HOMO: -19.62 eV
molecular weight: 103.0 g/mol
total charge: +1
max |F|: 6.69 eV/Å
relative energy (zero: lowest compared OMol25 entry of this formula, charge and spin): 38.9 kcal/mol